15
Properties=species:S:1:pos:R:3:forces:R:3 method="wB97M-V/def2-TZVPD" e_tot_ev=-6801.9588 homo_energy_ev=-13.10 lumo_ev=-3.6075 charge=+1 relative_energy_kj_mol=226.9 homo_lumo_gap_ev=9.5
C 1.499 -0.604 2.070 -1.55 2.62 3.76
N 0.235 0.288 1.786 -1.70 -4.88 -2.80
H 1.382 -1.546 1.648 -0.49 -1.51 -0.67
H 1.685 -0.592 3.203 -0.69 -0.41 -1.68
H 2.299 -0.077 1.713 2.04 1.09 -1.43
H -0.072 -0.002 0.721 0.64 0.35 2.78
H -0.546 -0.001 2.425 0.79 0.38 -0.81
H 0.215 1.261 1.694 1.02 2.19 0.54
C -1.016 0.929 -2.806 -2.15 -2.17 2.74
C -1.031 0.140 -1.657 -2.01 3.02 -3.08
O -0.107 -0.718 -1.190 0.95 -1.29 -0.12
H -0.485 0.827 -3.727 1.17 0.12 0.08
H -1.987 1.442 -2.934 0.72 -0.09 0.13
H -1.989 0.096 -1.101 0.69 0.53 0.04
H -0.081 -1.442 -1.844 0.56 0.06 0.54